No. 1
DFT (wB97M-V/def2-TZVPD) results for a cluster of 2 separate species, C11H15N in total at a distorted geometry.

Calculated values
LUMO level (eV): 0.97
Multiplicity: 1
Orbital gap (eV): 8.83

```
27
Properties=species:S:1:pos:R:3:mulliken_charge:R:1
C 0.132 -2.905 -0.760 -1.362
C 0.341 -0.314 -0.700 0.908
C 0.789 -1.623 -1.133 0.710
C 1.078 0.621 -1.432 -0.317
C 1.762 -1.424 -2.047 -0.715
C -0.784 0.088 0.030 -0.345
C -1.035 1.440 0.095 -0.588
C -0.190 2.392 -0.498 -0.450
C 0.858 1.995 -1.295 -0.744
N 1.985 -0.055 -2.196 -0.047
H -1.385 -0.567 0.634 0.267
H -1.899 1.856 0.608 0.367
H -0.360 3.456 -0.432 0.376
H 0.714 -3.582 -0.137 0.296
H -0.080 -3.518 -1.639 0.331
H 2.409 -2.048 -2.640 0.415
H 2.561 0.355 -2.916 0.210
H 1.521 2.718 -1.764 0.333
H -0.827 -2.789 -0.273 0.322
C -1.808 0.743 4.305 -0.859
C -2.092 -0.434 3.345 -0.685
H -2.545 0.771 5.106 0.301
H -0.789 0.761 4.675 0.267
H -1.963 1.683 3.762 0.234
H -2.553 -1.287 3.847 0.411
H -1.120 -0.795 3.015 0.191
H -2.632 -0.123 2.461 0.172
```

***

No. 2
DFT (wB97M-V/def2-TZVPD) results for a cluster of 2 separate species, C11H15N in total at a distorted geometry.

Calculated values
LUMO level (eV): 0.92
Multiplicity: 1
Orbital gap (eV): 8.82

```
27
Properties=species:S:1:pos:R:3:mulliken_charge:R:1
C -0.241 3.275 -1.623 -0.898
C -1.248 2.961 -0.516 -0.673
H -0.083 4.349 -1.740 0.307
H 0.712 2.756 -1.575 0.267
H -0.613 2.989 -2.601 0.276
H -2.168 2.576 -0.954 0.216
H -1.475 3.812 0.107 0.377
H -0.860 2.178 0.135 0.121
C 2.687 -1.812 1.774 -1.261
C -0.146 -1.154 -0.601 -0.221
C 0.341 -1.361 0.711 0.966
C 1.764 -1.563 0.617 0.382
C 2.068 -1.524 -0.701 -0.674
C -2.334 -0.839 0.199 -0.565
C -1.469 -0.806 -0.878 -0.666
C -1.909 -1.021 1.529 -0.743
C -0.574 -1.336 1.752 -0.205
N 0.928 -1.260 -1.454 -0.118
H -3.397 -0.855 -0.003 0.391
H -1.710 -0.538 -1.896 0.415
H -2.508 -0.614 2.330 0.337
H -0.279 -1.421 2.795 0.338
H 0.871 -1.533 -2.418 0.240
H 2.999 -1.586 -1.242 0.421
H 2.155 -2.463 2.474 0.337
H 2.892 -0.887 2.305 0.274
H 3.595 -2.322 1.473 0.361
```

***

No. 3
DFT (wB97M-V/def2-TZVPD) results for a cluster of 2 separate species, C11H15N in total at a distorted geometry.

Calculated values
LUMO level (spin up / spin down) (eV): -3.90 / -7.16
Total charge: +1
Multiplicity: 2
Orbital gap (spin up / spin down) (eV): 9.28 / 6.12

```
27
Properties=species:S:1:pos:R:3:lowdin_spin:R:1
C -0.337 1.707 1.987 0.001
C 0.699 2.766 1.738 0.000
H -1.289 1.993 1.551 0.000
H -0.010 0.736 1.520 0.000
H -0.491 1.680 3.100 0.000
H 1.679 2.330 1.362 0.000
H 0.923 3.473 2.510 0.000
H 0.446 3.374 0.788 0.000
C 2.123 0.272 -1.829 0.042
C 1.771 -2.152 -0.971 0.159
C 1.357 -0.849 -1.282 0.239
C -0.508 -2.005 -0.413 0.000
C -0.088 -0.715 -1.000 -0.002
C -1.673 -2.163 0.290 0.077
C -1.089 0.263 -1.130 0.126
C -2.617 -1.116 0.225 0.072
C -2.316 -0.001 -0.518 0.022
N 0.630 -2.824 -0.461 0.213
H 2.685 -2.521 -0.976 0.005
H 0.736 -3.807 -0.157 0.002
H 1.375 1.090 -2.092 0.001
H 2.798 -0.054 -2.649 0.009
H -2.121 -3.081 0.699 0.003
H -0.860 1.216 -1.544 0.006
H -3.555 -1.135 0.721 0.003
H -2.986 0.833 -0.523 -0.001
H 2.717 0.690 -0.946 0.021
```

***

No. 4
DFT (wB97M-V/def2-TZVPD) results for the ion C11H15N2 with charge +1 at a distorted geometry.

Calculated values
LUMO level (spin up / spin down) (eV): -4.86 / -4.86
Total charge: +1
Multiplicity: 1
Orbital gap (spin up / spin down) (eV): 7.25 / 7.25

```
28
Properties=species:S:1:pos:R:3:mulliken_charge:R:1
C 3.145 -0.105 0.096 -0.713
C 2.763 -1.466 0.031 -0.879
C 2.181 0.884 0.096 -0.536
C 1.407 -1.754 -0.004 -0.080
C 0.808 0.568 0.045 0.495
C 0.395 -0.777 0.028 0.672
C -1.880 -0.341 0.355 -0.104
C -0.186 1.652 -0.105 0.715
C -0.517 2.161 -1.431 -1.280
C -0.248 2.508 1.165 -1.357
C -1.093 -2.650 -0.085 -1.314
N -0.910 -1.206 -0.027 -0.029
N -3.164 -0.649 0.170 -0.308
H 4.097 0.285 0.104 0.498
H 3.515 -2.340 0.002 0.320
H 2.334 1.968 0.200 0.411
H 1.036 -2.793 -0.062 0.306
H -0.137 1.474 -2.166 0.391
H -0.232 3.155 -1.558 0.460
H -1.713 2.266 -1.486 0.307
H 0.292 2.106 1.916 0.463
H -1.371 2.466 1.445 0.307
H 0.138 3.473 0.868 0.435
H -0.462 -3.247 0.664 0.333
H -0.798 -2.942 -1.041 0.513
H -2.065 -3.053 0.349 0.438
H -3.771 -0.204 0.839 0.278
H -3.560 -1.439 -0.408 0.257
```

***

No. 5
DFT (wB97M-V/def2-TZVPD) results for the ion C11H15N5 with charge +2 at a distorted geometry.

Calculated values
LUMO level (eV): -6.39
Total charge: +2
Multiplicity: 1
Orbital gap (eV): 9.31

```
31
Properties=species:S:1:pos:R:3:mulliken_charge:R:1
N -1.270 2.286 -3.431 -1.097
C -0.961 3.460 -3.944 -0.028
C 0.264 3.824 -3.392 -0.602
C 0.737 2.791 -2.626 -0.169
C -0.602 0.966 -1.540 0.534
C -1.017 -0.316 2.954 -0.554
C -0.969 0.496 1.808 -0.441
C -0.198 -1.485 3.009 -0.718
C 0.853 -0.820 0.861 -0.205
C -0.082 0.193 0.787 -0.459
C 0.779 -1.675 2.005 0.386
N -0.296 1.891 -2.584 0.696
N 0.141 0.942 -0.393 -0.059
N -1.693 0.328 -1.696 -0.260
C 1.699 -2.851 2.125 -0.822
N 0.789 -3.903 1.689 -0.217
H -1.560 4.151 -4.613 0.374
H 0.637 4.805 -3.733 0.354
H 1.616 2.937 -2.161 0.433
H -1.633 -0.095 3.839 0.426
H -1.587 1.330 1.822 0.671
H -0.296 -2.025 3.897 0.497
H 1.562 -0.970 0.061 0.449
H 1.134 1.261 -0.407 0.357
H -2.223 0.620 -2.550 0.357
H -2.276 0.095 -0.939 0.260
H 2.478 -2.646 1.338 0.357
H 2.205 -3.143 3.087 0.419
H 1.314 -4.761 1.455 0.371
H 0.173 -4.115 2.424 0.316
H 0.284 -3.571 0.848 0.375
```

***

No. 6
DFT (wB97M-V/def2-TZVPD) results for a structure of composition C11H15N6PdS2.

Calculated values
LUMO level (eV): -3.43
Total charge: +1
Multiplicity: 1
Orbital gap (eV): 7.68

```
35
Properties=species:S:1:pos:R:3:mulliken_charge:R:1
Pd 0.811 -0.803 -0.966 0.710
C -0.503 -4.130 1.334 -1.375
C -0.227 -3.074 0.321 0.264
N 0.506 -2.038 0.552 0.341
N 1.062 -1.853 1.781 -1.195
C 1.784 -0.765 1.843 0.595
N 2.397 -0.483 3.002 -0.373
S 2.039 0.362 0.521 -0.326
C -0.796 -3.153 -1.041 0.850
C -1.630 -4.180 -1.443 -0.465
C -2.142 -4.172 -2.733 -0.449
C -1.809 -3.137 -3.585 -0.783
C -0.957 -2.146 -3.124 -0.002
N -0.460 -2.154 -1.892 -0.197
H -0.084 -3.845 2.293 0.373
H -0.059 -5.077 1.020 0.331
H -1.577 -4.283 1.443 0.358
H 2.208 -1.055 3.808 0.228
H 2.891 0.382 3.121 0.190
H -1.875 -4.978 -0.757 0.366
H -2.795 -4.969 -3.063 0.431
H -2.191 -3.088 -4.594 0.405
H -0.658 -1.326 -3.762 0.322
S 1.065 0.598 -2.873 -0.365
C 2.448 1.497 -2.373 -0.071
N 2.409 2.601 -1.644 0.004
C 3.749 3.080 -1.293 -0.299
C 4.646 2.215 -2.206 -0.456
N 3.706 1.192 -2.672 -0.031
H 1.554 2.913 -1.213 0.258
H 3.948 2.894 -0.238 0.205
H 3.847 4.144 -1.495 0.316
H 5.466 1.761 -1.656 0.293
H 5.047 2.778 -3.048 0.321
H 3.916 0.509 -3.381 0.227
```

***

No. 7
DFT (wB97M-V/def2-TZVPD) results for a cluster of 2 separate species, C11H15NO in total at a distorted geometry.

Calculated values
LUMO level (eV): 0.71
Multiplicity: 1
Orbital gap (eV): 8.65

```
28
Properties=species:S:1:pos:R:3:mulliken_charge:R:1
C -2.329 3.287 -2.329 -1.225
C -0.010 0.507 -1.390 -0.310
C -1.280 0.951 -1.773 1.315
C -1.183 2.384 -1.985 0.548
C 0.098 2.722 -1.722 -0.660
C -0.801 -1.743 -1.345 -0.587
C 0.243 -0.843 -1.167 -0.721
C -2.066 -1.290 -1.733 -0.599
C -2.333 0.043 -1.962 -0.584
N 0.805 1.610 -1.272 -0.111
H -0.641 -2.773 -1.053 0.386
H 1.233 -1.237 -0.947 0.371
H -2.863 -2.017 -1.805 0.360
H -3.313 0.394 -2.262 0.284
H 1.814 1.584 -1.347 0.252
H 0.575 3.683 -1.634 0.414
H -2.504 3.979 -1.493 0.282
H -3.254 2.704 -2.299 0.276
H -2.207 3.871 -3.233 0.309
C 1.867 -2.573 3.565 -0.134
C 2.253 -1.200 4.120 -0.981
O 2.961 -3.166 2.821 -0.540
H 1.707 -3.320 4.330 0.263
H 1.030 -2.490 2.881 0.216
H 1.844 -0.407 3.485 0.271
H 3.318 -2.491 2.230 0.277
H 3.327 -1.122 4.265 0.323
H 1.709 -1.046 5.054 0.305
```

***

No. 8
DFT (wB97M-V/def2-TZVPD) results for a cluster of 2 separate species, C11H15NO in total at a distorted geometry.

Calculated values
LUMO level (eV): 0.93
Multiplicity: 1
Orbital gap (eV): 8.58

```
28
Properties=species:S:1:pos:R:3:mulliken_charge:R:1
C 1.084 0.354 -3.234 -1.051
C -0.847 1.958 -2.592 -0.910
C -0.030 0.732 -2.361 0.540
C -1.600 0.984 -0.650 -0.120
C -0.526 0.164 -1.097 0.746
C -2.253 0.735 0.577 -0.704
C -0.078 -0.864 -0.265 -0.305
C -1.662 -0.147 1.343 -0.474
C -0.669 -1.080 0.917 -0.903
N -1.875 2.106 -1.562 -0.128
H -0.749 2.458 -3.488 0.426
H -2.625 2.634 -1.802 0.197
H 1.348 1.195 -3.967 0.299
H 0.733 -0.522 -3.876 0.256
H -3.146 1.236 0.816 0.444
H 0.708 -1.560 -0.560 0.496
H -1.966 -0.289 2.416 0.290
H -0.357 -1.880 1.551 0.616
H 2.034 -0.105 -2.691 0.263
C 2.477 -1.200 2.219 -0.220
C 2.007 -0.321 3.370 -0.725
O 2.121 -2.569 2.068 -0.466
H 2.184 -0.692 1.276 0.192
H 3.665 -1.475 2.254 0.243
H 0.926 -0.297 3.174 0.073
H 1.388 -2.802 2.526 0.270
H 2.233 0.798 3.173 0.284
H 2.359 -0.774 4.223 0.372
```